83
Properties=species:S:1:pos:R:3:forces:R:3:lowdin_charge:R:1 method="wB97M-V/def2-TZVPD" charge=-1 e_tot_ev=-1020556.93556 spin_multiplicity=1 e_lumo_ev=1.43 homo_ha=-0.1423
C -0.783462 0.995317 1.235874 -0.85 0.20 0.13 -0.16
C -1.225727 -0.220079 0.751716 1.09 0.67 -0.56 -0.24
C -0.273911 -1.177264 0.463197 -0.54 -0.75 -0.71 -0.10
C 1.088283 -0.956206 0.612920 -0.13 -0.38 0.21 -0.30
O 1.918727 -1.988644 0.298464 0.20 0.38 0.51 -0.11
C 3.065577 -2.143207 1.178946 0.65 -1.01 -0.64 -0.27
P 2.741458 -2.825769 2.930783 -1.42 2.73 1.62 0.47
O 1.837129 -4.184262 2.313503 0.94 -1.17 0.36 -0.39
C 2.201638 -5.238454 3.203270 0.16 1.04 -0.30 -0.29
C 3.770644 -5.099327 3.296262 0.08 0.38 -1.10 -0.28
O 4.225532 -3.750677 3.024361 -1.09 -0.67 -0.26 -0.39
C 1.518335 0.285112 1.080836 0.38 -0.54 -0.29 -0.06
C 0.566220 1.227143 1.380770 0.05 0.71 0.91 -0.23
H -1.499792 1.769141 1.500092 0.13 0.00 -0.07 0.09
H -2.265622 -0.420846 0.586448 0.07 0.22 -0.36 0.00
H -0.609400 -2.155142 0.097453 0.41 1.18 0.01 -0.05
H 3.716342 -2.872669 0.674274 -0.31 0.11 -0.07 0.08
H 3.662319 -1.223677 1.225876 -0.30 -0.01 0.10 0.06
H 2.591018 -3.211395 4.331880 -0.28 -0.31 -0.17 -0.02
H 1.457337 -2.157468 3.122055 0.05 0.30 -0.71 0.00
H 3.297387 -1.572585 3.451439 0.73 -0.29 0.01 -0.03
H 1.625337 -5.061275 4.122159 0.47 -0.44 0.20 0.09
H 1.921581 -6.220072 2.790467 0.15 0.16 0.00 0.09
H 4.213673 -5.399123 4.248614 -0.15 -0.56 -0.50 0.01
H 4.095880 -5.631314 2.388166 0.37 -0.58 0.66 0.10
H 2.582147 0.457604 1.189565 -0.18 0.20 0.17 0.11
H 0.844931 2.199704 1.777951 0.23 -0.15 -0.07 0.09
Br 0.850210 2.777356 -1.127775 -0.09 0.38 -0.43 0.77
C 0.258155 4.511669 -1.788573 0.36 -0.27 -0.02 -0.73
C 0.048728 5.482446 -0.658578 -0.17 0.19 -0.05 -0.68
Br -1.612324 5.119848 0.291200 0.19 -0.10 0.13 0.60
H -0.638412 4.339694 -2.375042 -0.02 0.10 0.04 0.00
H 1.054848 4.857370 -2.445044 -0.07 0.13 0.01 0.04
H -0.057107 6.496743 -1.040283 -0.02 -0.03 -0.04 0.05
H 0.846007 5.456103 0.078126 0.01 -0.08 -0.04 0.05
Br -5.569849 -3.237775 4.616091 -0.07 0.05 -0.04 0.58
C -4.837789 -3.749981 2.882190 0.03 -0.20 0.16 -0.70
C -3.375446 -3.413616 2.768612 -0.20 0.26 0.00 -0.69
Br -3.083630 -1.509242 2.465370 -0.65 -0.91 0.93 0.80
H -5.444432 -3.256856 2.128985 0.05 0.04 0.01 0.05
H -4.986184 -4.826757 2.819176 0.06 0.01 -0.01 0.04
H -2.940187 -3.906249 1.902938 -0.07 0.00 0.07 -0.05
H -2.807857 -3.679337 3.655416 -0.03 -0.04 -0.01 0.06
Br 4.248841 -0.933707 7.344446 0.01 -0.05 0.08 0.59
C 5.736033 -2.177345 7.170604 -0.03 0.18 -0.07 -0.71
C 5.495964 -3.184874 6.078020 -0.02 -0.07 -0.11 -0.67
Br 4.239023 -4.557362 6.632783 0.01 0.10 0.46 0.66
H 5.877994 -2.634572 8.145348 -0.02 -0.04 -0.03 0.04
H 6.598846 -1.557873 6.932260 0.00 -0.04 -0.05 0.05
H 6.416168 -3.717328 5.844402 0.02 0.04 0.02 0.06
H 5.091932 -2.748028 5.165294 -0.06 -0.06 0.00 0.04
Br 0.007657 3.623331 -5.272315 -0.09 0.00 0.05 0.64
C -1.194369 4.658805 -6.396325 0.29 -0.10 -0.08 -0.71
C -1.123209 6.126986 -6.074146 -0.27 0.10 0.03 -0.69
Br -2.084959 6.547821 -4.432958 0.10 0.02 0.06 0.62
H -2.188495 4.242229 -6.264934 -0.01 0.07 0.03 0.06
H -0.858489 4.474374 -7.415510 0.01 0.06 0.01 -0.01
H -1.614513 6.712574 -6.848922 0.00 -0.05 -0.02 0.06
H -0.105765 6.482780 -5.944915 0.01 -0.08 0.00 0.05
Br -0.798199 -4.222757 0.454902 0.05 -1.08 -0.05 0.89
C -0.524127 -6.113569 0.121557 -0.09 0.30 -0.01 -0.64
C -1.829400 -6.861581 0.044970 0.12 -0.28 0.03 -0.69
Br -2.600567 -7.143518 1.813473 -0.08 0.06 -0.03 0.61
H 0.131346 -6.476185 0.908670 -0.03 -0.03 0.00 0.04
H -0.002589 -6.163443 -0.832693 -0.04 -0.06 0.00 0.06
H -1.678854 -7.860581 -0.361735 0.01 0.01 0.03 0.05
H -2.578919 -6.342439 -0.544125 0.04 0.06 0.02 0.05
Br -4.667286 6.527836 -1.039166 -0.23 0.14 -0.12 0.58
C -5.177410 7.252403 0.689882 0.27 -0.17 -0.10 -0.70
C -6.363049 6.526922 1.267358 -0.17 0.17 0.10 -0.70
Br -8.023745 7.066709 0.404633 0.02 -0.07 -0.02 0.59
H -5.356900 8.313492 0.547615 -0.07 -0.02 0.04 0.05
H -4.302062 7.116260 1.323728 -0.04 -0.03 0.03 0.05
H -6.491895 6.781746 2.317309 0.04 0.01 -0.01 0.06
H -6.290108 5.448863 1.164330 0.05 0.02 -0.04 0.05
Br 1.395173 4.676248 -9.814148 0.02 -0.03 0.08 0.61
C 1.705838 2.782403 -10.147172 0.02 0.18 -0.19 -0.69
C 0.413235 2.012739 -10.188972 -0.06 -0.25 0.18 -0.69
Br -0.294811 1.731331 -8.400949 -0.03 0.00 -0.11 0.65
H 2.381565 2.432608 -9.372983 -0.07 -0.02 0.03 0.05
H 2.207891 2.740308 -11.111733 -0.04 -0.01 0.00 0.06
H 0.574162 1.016205 -10.595653 0.07 0.03 -0.02 0.06
H -0.360259 2.514205 -10.762379 0.07 0.05 -0.02 0.05

---

18
Properties=species:S:1:pos:R:3:forces:R:3:nbo_charge:R:1 method="wB97M-V/def2-TZVPD" smiles=CSC.O.O.O charge=0 e_tot_ev=-19243.80229 spin_multiplicity=1 e_lumo_ev=-0.08 homo_ha=-0.3585
C -0.487072 -2.498874 1.025919 0.16 2.79 -0.24 -0.55
S 0.204617 -0.557253 0.583164 1.10 -4.44 -1.52 -0.18
C 1.259806 -1.513050 -1.101830 1.80 1.87 2.65 -0.58
H -0.214700 -2.763261 0.020158 -0.20 -1.15 0.26 0.22
H 0.037755 -2.977280 1.883241 -0.34 0.62 -0.89 0.23
H -1.576237 -2.366650 1.122488 0.64 -0.22 0.21 0.23
H 2.125716 -0.843177 -1.380338 -1.39 -0.32 0.15 0.23
H 0.578190 -1.684803 -1.903860 -0.50 -0.10 -0.21 0.23
H 1.771926 -2.370939 -0.636331 -0.83 0.17 -0.12 0.21
O -0.471266 0.441333 -2.329303 -0.89 -2.29 -1.16 -1.00
H -0.206681 1.327049 -2.515529 0.33 0.78 0.74 0.50
H -0.327242 0.119579 -1.423178 -0.18 1.00 -0.56 0.47
O -0.925817 1.894322 2.157333 -0.53 -0.06 -0.68 -0.94
H -0.280411 1.393498 1.647881 0.08 0.07 0.23 0.47
H -0.527269 2.031480 3.004619 0.37 0.16 0.73 0.47
O 0.213655 2.348365 -0.802378 0.23 -0.70 1.31 -0.93
H -0.599320 2.078852 -0.325237 0.26 0.69 -0.47 0.48
H 0.775417 1.571081 -0.574293 -0.12 1.11 -0.42 0.46

---

68
Properties=species:S:1:pos:R:3:forces:R:3:nbo_charge:R:1 method="wB97M-V/def2-TZVPD" charge=+4 e_tot_ev=-119290.27141 spin_multiplicity=4 e_lumo_ev="-14.79 / -15.62" homo_ha="-0.7089 / -0.7290"
Tc -0.540040 0.595599 0.084128 -0.81 -5.14 2.78 -0.05
P -0.730261 -1.423550 1.648246 -0.41 -0.10 0.12 0.97
P -1.830396 1.805257 1.543383 -0.92 1.88 1.27 1.18
P 1.420997 1.057878 1.147896 2.00 1.15 1.15 1.18
H 0.074337 -4.023529 -2.643515 -0.12 -0.14 0.56 0.34
C 0.853381 -3.776975 -1.901955 0.64 1.99 1.15 -0.81
C 1.042255 -4.734018 -0.813156 -0.70 0.61 -1.75 0.31
H 0.176225 -5.163976 -0.313447 0.11 -0.07 0.19 0.24
C -2.042055 -2.524219 1.007832 -0.11 -0.08 0.03 -0.93
C -1.188427 -1.272107 3.417181 0.20 -0.05 -0.04 -0.93
C 0.681434 -2.582332 1.714796 0.29 -0.17 0.35 -0.92
C -2.372114 3.467285 0.982913 0.25 -0.06 -0.26 -0.95
C -3.462730 1.013529 1.807672 0.04 -0.46 -0.32 -0.95
C -1.267878 2.235956 3.233921 0.18 -0.32 -0.04 -0.95
C 2.766561 0.200720 0.243637 -0.17 -0.15 -0.20 -0.96
C 1.834582 0.649816 2.888432 -0.32 -0.11 -0.02 -0.95
C 1.995975 2.797114 1.068512 0.08 -0.09 0.19 -0.94
H 1.804757 -3.540197 -2.408811 -0.44 -0.20 0.21 0.28
H 2.041344 -5.100627 -0.589816 0.04 0.06 0.41 0.26
H -1.642139 -3.122042 0.179172 -0.21 0.16 0.10 0.22
H -2.905159 -1.950602 0.650072 0.15 -0.22 0.06 0.25
H -2.372415 -3.197693 1.809841 0.03 0.08 -0.25 0.28
H -2.140225 -0.742694 3.538909 0.21 -0.15 -0.06 0.26
H -0.408585 -0.750173 3.982983 -0.19 -0.13 -0.09 0.26
H -1.296094 -2.287796 3.821658 -0.01 0.26 -0.03 0.27
H 0.758326 -3.180774 0.794847 -0.07 0.30 0.24 0.19
H 0.517449 -3.271729 2.554387 0.13 0.07 -0.20 0.28
H 1.631497 -2.061670 1.871927 -0.15 -0.26 -0.05 0.25
H -2.657990 4.058100 1.862871 -0.02 -0.13 -0.30 0.28
H -3.239188 3.365984 0.320397 0.19 0.13 0.05 0.26
H -1.571423 3.990818 0.446650 -0.22 0.03 0.21 0.26
H -3.813862 1.235913 2.823863 0.07 -0.01 -0.23 0.30
H -3.430054 -0.073913 1.669145 -0.13 0.25 0.14 0.24
H -4.169131 1.439340 1.083694 0.09 -0.16 0.24 0.27
H -2.001304 2.935434 3.657071 0.18 -0.23 -0.07 0.29
H -0.291332 2.734036 3.200480 -0.27 -0.02 0.04 0.25
H -1.205820 1.350196 3.874456 0.03 0.26 -0.09 0.25
H 3.660305 0.192812 0.881946 -0.17 -0.01 -0.21 0.29
H 2.986452 0.730060 -0.691706 0.01 -0.15 0.30 0.24
H 2.483156 -0.831855 0.003318 0.16 0.15 0.06 0.23
H 2.868400 0.980447 3.057732 -0.25 -0.11 -0.04 0.28
H 1.771302 -0.425907 3.082047 0.05 0.28 0.04 0.24
H 1.178089 1.180915 3.586471 0.20 -0.15 -0.15 0.27
H 2.892787 2.879186 1.696884 -0.17 0.13 -0.19 0.27
H 1.231818 3.489082 1.440755 0.17 -0.11 -0.08 0.27
H 2.250321 3.069279 0.036164 -0.10 -0.07 0.34 0.23
C 1.309177 1.854322 -2.450772 -1.93 -1.65 0.40 -0.19
C 1.463694 0.633590 -3.109508 -1.40 1.31 1.37 -0.20
C 2.637097 0.385528 -3.833031 0.86 -0.06 -0.75 0.04
C 3.625333 1.374998 -3.921027 0.66 1.24 0.17 -0.15
C 3.432953 2.619912 -3.306720 1.83 -1.26 -1.50 -0.11
C 2.262861 2.870295 -2.586369 -0.85 0.37 0.59 0.02
Se -0.286245 2.258218 -1.276911 1.33 4.31 -4.16 0.28
H 0.478022 -2.681653 -1.400382 0.55 -2.74 -1.01 0.35
H 0.683918 -0.126149 -3.034866 0.27 0.23 -0.02 0.24
H 2.774760 -0.578162 -4.328640 0.07 0.29 0.10 0.25
H 4.543330 1.176351 -4.477712 -0.28 0.11 0.15 0.28
H 4.192016 3.398739 -3.387691 -0.15 -0.20 -0.05 0.29
H 2.081836 3.839965 -2.124635 0.09 -0.05 -0.18 0.27
C -2.072037 -1.769872 -3.324960 -0.36 -0.20 -0.29 -0.71
C -2.078374 -0.768079 -2.226042 -0.26 0.61 0.38 0.73
N -3.116391 0.063163 -2.107097 0.91 -0.56 -0.01 -0.73
O -1.084309 -0.721405 -1.424848 -0.72 -0.48 -0.66 -0.74
H -3.047023 -1.802352 -3.824398 0.30 -0.12 0.01 0.28
H -1.837615 -2.767449 -2.933638 -0.14 0.30 -0.06 0.24
H -1.310975 -1.500716 -4.072049 -0.19 0.00 0.19 0.27
H -3.098250 0.849366 -1.458888 -0.07 -0.35 -0.27 0.42
H -3.896910 -0.024989 -2.743699 -0.07 0.15 0.02 0.45

---

103
Properties=species:S:1:pos:R:3:forces:R:3:lowdin_charge:R:1 method="wB97M-V/def2-TZVPD" charge=+1 e_tot_ev=-152804.69552 spin_multiplicity=1 e_lumo_ev=-4.17 homo_ha=-0.4182
C -5.781035 1.126192 4.838802 -0.10 -0.56 0.88 -0.09
C -5.054823 -0.178471 5.259485 -0.02 -0.10 -1.22 -0.21
C -3.587538 -0.331093 4.744622 0.05 0.60 0.94 -0.14
C -2.929603 0.973468 4.224984 0.40 -0.72 -0.93 -0.31
C -3.046104 1.140534 2.690366 0.44 0.54 0.81 -0.02
N -1.452831 0.823959 4.455656 -0.10 0.39 -0.28 0.15
C -0.835623 1.107757 5.552516 0.50 -0.18 0.85 -0.50
N -1.472840 1.618992 6.668818 0.07 0.21 -0.29 0.13
N 0.531843 0.895093 5.653706 -0.96 -0.93 -0.30 -0.31
Br 0.907845 -0.153711 7.182718 0.20 0.30 -0.01 0.80
H -5.569575 1.451461 3.818791 0.00 -0.04 0.19 0.06
H -6.857915 0.933491 4.914633 0.20 0.24 -0.06 0.08
H -5.543685 1.907916 5.572055 -0.07 0.13 -0.45 0.07
H -5.621962 -1.013502 4.826714 0.13 0.08 0.32 0.09
H -5.076796 -0.291072 6.347054 -0.06 0.06 -0.19 0.11
H -2.987733 -0.663264 5.607602 -0.12 -0.08 -0.29 0.10
H -3.473495 -1.102750 3.974412 -0.19 0.18 0.09 0.11
H -3.237019 1.879134 4.749203 -0.14 -0.21 -0.05 0.13
H -2.332309 1.924226 2.400009 -0.24 -0.21 -0.23 0.09
H -2.748165 0.196643 2.219318 -0.28 0.25 -0.17 0.09
H -4.040371 1.477881 2.397269 0.10 -0.36 -0.06 0.08
H -0.902969 0.433402 3.692994 -0.22 0.14 -0.12 0.17
H -2.103813 2.379471 6.449985 -0.20 -0.19 0.08 0.11
H -1.903319 0.903503 7.243653 0.09 0.15 0.18 0.10
H 0.797977 0.300986 4.868035 0.53 0.26 0.09 0.07
O -0.250544 0.729660 0.244140 -1.78 3.38 0.07 -0.25
P 0.485125 1.437056 -0.862840 5.16 -5.00 -2.16 0.63
O 0.189241 0.443268 -2.134058 -0.41 0.75 0.50 -0.21
C -1.113082 0.472549 -2.727776 -0.30 -0.03 -0.26 -0.28
C -1.379328 1.766981 -3.475106 0.06 0.11 0.15 -0.08
O 2.011582 0.989164 -0.434797 -0.31 0.63 0.10 -0.24
C 2.316174 0.432850 0.836363 0.05 -0.36 0.11 -0.29
C 2.244793 -1.083367 0.805295 0.02 -0.12 -0.12 -0.07
O 1.073553 2.658859 -1.791373 -2.82 0.47 1.80 -0.23
C 2.414635 2.704647 -2.320000 1.11 0.27 -0.15 -0.25
C 2.805985 1.550050 -3.213228 -0.26 -0.29 -0.08 -0.06
H -1.873543 0.307720 -1.958091 0.05 -0.05 0.02 0.11
H -1.159982 -0.366974 -3.420889 0.16 -0.05 0.10 0.12
H -1.425572 2.615795 -2.786724 -0.04 0.00 -0.06 0.07
H -2.328641 1.713914 -4.009069 0.01 -0.05 0.02 0.08
H -0.581738 1.973205 -4.187851 -0.02 -0.04 -0.03 0.08
H 1.665978 0.850633 1.607686 -0.11 -0.04 -0.09 0.09
H 3.332795 0.743059 1.087485 0.00 0.09 -0.17 0.12
H 1.333508 -1.438846 0.323886 -0.10 0.15 0.11 0.08
H 2.289764 -1.496434 1.816024 0.06 0.00 -0.02 0.07
H 3.077939 -1.489301 0.230406 0.03 0.01 0.06 0.08
H 3.127021 2.832646 -1.505788 -0.15 -0.15 0.10 0.11
H 2.461211 3.624540 -2.904798 -0.38 0.04 0.08 0.12
H 2.822536 0.596826 -2.689682 -0.01 0.06 0.07 0.07
H 3.806862 1.726011 -3.614882 -0.04 0.18 0.04 0.07
H 2.109234 1.454357 -4.047363 0.05 0.04 -0.03 0.08
O -4.735313 -4.307578 0.511911 1.19 -2.92 2.07 -0.22
P -5.929201 -4.656875 1.350841 -4.66 4.95 -2.16 0.63
O -7.048100 -5.015828 0.205211 0.62 -0.35 0.58 -0.22
C -6.933767 -6.268343 -0.480081 -0.05 -0.35 -0.23 -0.28
C -7.243559 -7.451197 0.419830 0.11 0.08 0.15 -0.08
O -6.345997 -3.119491 1.784817 0.14 -0.39 0.50 -0.25
C -5.464143 -2.022620 1.599018 0.12 0.22 -0.29 -0.30
C -5.700145 -1.347202 0.261418 -0.17 0.11 -0.09 -0.06
O -6.826097 -5.270734 2.592048 2.79 -1.32 -0.68 -0.23
C -7.906483 -4.574552 3.230289 -0.49 0.49 0.68 -0.26
C -9.045889 -4.164096 2.322905 0.03 -0.09 -0.37 -0.07
H -5.932894 -6.362879 -0.910683 -0.01 0.07 0.00 0.11
H -7.645209 -6.239680 -1.305109 0.00 0.19 0.05 0.12
H -6.490378 -7.554368 1.205953 -0.02 -0.06 -0.03 0.07
H -7.259315 -8.377346 -0.155305 0.01 0.04 -0.04 0.08
H -8.207360 -7.321790 0.911538 -0.03 -0.02 -0.05 0.08
H -4.425530 -2.338290 1.713527 -0.04 -0.10 -0.16 0.10
H -5.662558 -1.305678 2.403486 -0.18 -0.11 0.07 0.10
H -5.759764 -2.068215 -0.552962 0.20 -0.10 0.09 0.08
H -4.902680 -0.634839 0.038784 -0.01 0.01 0.01 0.07
H -6.650725 -0.810458 0.271837 0.03 0.03 0.03 0.08
H -7.518312 -3.721421 3.787105 0.10 0.03 -0.19 0.11
H -8.293738 -5.269345 3.977622 0.23 -0.23 -0.13 0.12
H -8.745932 -3.438120 1.571133 0.08 0.00 0.05 0.07
H -9.842088 -3.714249 2.919579 0.07 -0.10 0.12 0.09
H -9.453092 -5.029945 1.799635 -0.04 0.01 0.06 0.08
O 6.362490 2.383819 -4.261925 -1.03 3.64 0.68 -0.23
P 7.688024 3.047496 -4.021194 4.62 -5.76 -0.64 0.63
O 8.449796 2.785578 -5.454164 -0.52 0.66 0.41 -0.22
C 8.051534 3.569845 -6.582027 -0.02 0.17 -0.32 -0.28
C 8.461530 5.026030 -6.449182 -0.07 0.02 0.17 -0.08
O 8.351451 1.878905 -3.071148 -0.14 0.67 0.21 -0.25
C 7.568856 0.841546 -2.486399 -0.16 -0.36 -0.07 -0.28
C 7.522888 -0.383068 -3.380340 0.17 -0.10 -0.12 -0.07
O 8.801235 4.144381 -3.492490 -3.03 1.00 -0.50 -0.23
C 10.070428 3.793763 -2.919992 0.70 -0.16 0.71 -0.26
C 10.980749 2.969106 -3.803802 -0.13 -0.08 -0.36 -0.07
H 6.970440 3.485182 -6.726920 0.02 -0.06 0.02 0.11
H 8.535559 3.131578 -7.454823 0.03 -0.13 0.12 0.12
H 7.920843 5.513269 -5.633118 0.01 0.04 -0.06 0.07
H 8.246326 5.571149 -7.368926 -0.01 -0.05 -0.01 0.08
H 9.524907 5.109999 -6.226767 0.01 -0.01 -0.05 0.08
H 6.567660 1.199839 -2.246402 0.00 0.03 -0.17 0.10
H 8.040912 0.580064 -1.536425 0.15 0.14 -0.05 0.12
H 7.293723 -0.124514 -4.414066 -0.17 0.13 0.08 0.08
H 6.775443 -1.094666 -3.025275 0.03 0.00 0.02 0.08
H 8.494996 -0.879354 -3.392106 -0.02 -0.02 0.05 0.08
H 9.919305 3.314593 -1.953161 -0.15 -0.11 -0.12 0.11
H 10.562735 4.745069 -2.709800 -0.28 0.16 -0.16 0.12
H 10.574341 1.985668 -4.026426 -0.06 0.03 0.07 0.07
H 11.940787 2.826029 -3.303741 -0.05 0.14 0.08 0.08
H 11.157667 3.474727 -4.754098 0.05 0.02 0.04 0.08